Record 1
The following is a quantum chemistry calculation of a 4-piece molecular cluster, C15H25N2O9S overall, from OMol25.

```
! wB97M-V def2-TZVPD RIJCOSX def2/J DEFGRID3
* xyz -1 1
C 0.93 2.91 1.72
C -0.08 3.04 0.60
N 0.06 2.47 -0.53
C -1.34 3.80 0.93
N -2.06 3.13 2.00
S -2.79 1.72 1.50
H 1.40 1.92 1.69
H 0.45 3.06 2.69
H 1.71 3.67 1.60
H 0.91 1.90 -0.55
H -1.06 4.79 1.33
H -1.91 3.95 0.00
H -1.80 0.77 1.48
C -2.33 -2.00 -3.19
C -1.54 -1.82 -1.92
C -1.63 -0.48 -1.21
O -0.35 -0.42 -0.56
C 0.53 -1.12 -1.27
O 1.71 -1.10 -1.13
O -0.11 -1.89 -2.19
H -3.35 -2.29 -2.94
H -2.35 -1.09 -3.79
H -1.88 -2.79 -3.79
H -1.76 -2.62 -1.22
H -2.41 -0.39 -0.47
H -1.69 0.36 -1.91
C 5.32 3.07 -1.55
C 5.39 3.68 -0.17
C 4.46 3.08 0.88
O 4.19 4.20 1.72
C 4.33 5.33 0.99
O 4.00 6.41 1.34
O 4.92 5.04 -0.20
H 5.93 2.17 -1.59
H 4.30 2.82 -1.82
H 5.72 3.78 -2.28
H 6.41 3.70 0.21
H 4.90 2.28 1.48
H 3.52 2.74 0.43
C -1.86 -6.34 0.77
C -2.65 -5.09 1.03
C -3.98 -5.24 1.74
O -4.74 -4.15 1.21
C -4.23 -3.82 0.00
O -4.71 -3.03 -0.75
O -3.08 -4.50 -0.22
H -1.30 -6.62 1.66
H -2.51 -7.17 0.49
H -1.15 -6.17 -0.04
H -2.04 -4.33 1.54
H -3.94 -5.14 2.82
H -4.47 -6.18 1.46
*
```

Largest force on an atom, eV Å⁻¹: 0.34
Kohn-Sham gap, eV: 4.7
Calculated total energy, Eh: -1771.4556
HOMO level, eV: -2.58

***

Record 2
The following is a quantum chemistry calculation of one molecule with the formula C5H8N2, from OMol25.

```
! wB97M-V def2-TZVPD RIJCOSX def2/J DEFGRID3
* xyz 0 1
C 2.03 -0.08 -0.04
C 0.69 0.05 -0.85
C -0.36 -0.89 -0.23
N -0.79 -0.03 0.89
C -2.10 0.66 0.90
C -0.90 1.15 0.19
N -0.18 1.37 -0.84
H 1.88 -0.59 0.92
H 2.49 0.89 0.16
H 2.78 -0.69 -0.57
H 0.90 -0.17 -1.90
H -1.16 -1.04 -0.97
H -0.01 -1.84 0.15
H -2.89 0.21 0.30
H -2.38 1.02 1.89
*
```

Largest force on an atom, eV Å⁻¹: 1.01
Kohn-Sham gap, eV: 10.5
Calculated total energy, Eh: -304.7103
HOMO level, eV: -9.52
Structure (SMILES): C[C@H]1CN2CC2=N1

***

Record 3
The following is a quantum chemistry calculation of one molecule with the formula C4H4S2, from OMol25.

```
! wB97M-V def2-TZVPD RIJCOSX def2/J DEFGRID3
* xyz 0 1
C -1.31 1.35 -0.13
C -0.14 0.68 0.04
C 0.00 -0.77 -0.07
C 1.36 -1.27 0.14
H -1.23 2.42 -0.11
H -2.28 0.88 -0.31
H 0.80 1.19 0.35
H 1.35 -2.29 0.44
S -1.31 -1.76 -0.15
S 2.76 -0.45 -0.20
*
```

Largest force on an atom, eV Å⁻¹: 2.14
Kohn-Sham gap, eV: 6.9
Calculated total energy, Eh: -951.1111
HOMO level, eV: -9.07
Structure (SMILES): C=CC(=S)C=S

***

Record 4
The following is a quantum chemistry calculation of a 2-piece molecular cluster, C4H4O2 overall, from OMol25.

```
! wB97M-V def2-TZVPD RIJCOSX def2/J DEFGRID3
* xyz 0 1
C 0.02 -0.99 0.35
C -0.89 -0.37 -0.13
C 2.89 0.06 0.79
C -1.96 0.45 -0.76
O 2.84 -0.43 -0.28
O 2.81 0.45 1.87
H 0.88 -1.34 0.81
H -2.90 -0.12 -0.80
H -1.53 0.93 -1.80
H -2.15 1.34 -0.06
*
```

Largest force on an atom, eV Å⁻¹: 3.23
Kohn-Sham gap, eV: 10.6
Calculated total energy, Eh: -305.2429
HOMO level, eV: -10.02
Structure (SMILES): O=C=O.C#CC

***

Record 5
The following is a quantum chemistry calculation of C42H40GeMgN4O5S2 as an isolated structure, from OMol25.

```
! wB97M-V def2-TZVPD RIJCOSX def2/J DEFGRID3
* xyz 2 1
Mg 1.99 -2.58 1.27
Ge -3.50 7.44 0.48
C -2.39 7.72 -0.99
C -2.32 9.03 -1.49
C -1.55 9.30 -2.61
C -0.85 8.27 -3.22
C -0.90 6.97 -2.72
C -1.66 6.69 -1.61
C -4.20 5.86 1.21
C -5.06 5.99 2.32
C -5.65 4.87 2.86
C -5.40 3.62 2.30
C -4.56 3.48 1.20
C -3.95 4.60 0.66
H -4.01 8.72 1.15
H -2.86 9.83 -1.00
H -1.50 10.30 -3.00
H -0.25 8.49 -4.09
H -0.33 6.18 -3.19
H -1.66 5.68 -1.20
H -5.26 6.97 2.74
H -6.31 4.96 3.71
H -5.88 2.75 2.73
H -4.35 2.51 0.77
H -3.28 4.47 -0.18
N 2.17 -1.18 2.90
C 1.41 -0.08 2.31
C 2.08 1.00 1.74
C 1.36 1.93 1.01
C -0.01 1.77 0.84
C -0.68 0.74 1.48
C 0.03 -0.20 2.22
S -0.85 2.76 -0.39
O -0.05 2.51 -1.58
O -0.82 4.13 0.08
O -2.19 2.17 -0.46
H 3.10 -0.86 3.14
H 1.74 -1.48 3.77
H 3.15 1.09 1.85
H 1.87 2.75 0.53
H -1.75 0.66 1.35
H -0.49 -1.01 2.71
C 6.57 -7.03 1.63
C 5.50 -5.98 1.53
C 5.81 -4.62 1.55
C 4.79 -3.69 1.49
N 3.50 -4.03 1.42
C 3.20 -5.34 1.40
C 4.15 -6.32 1.45
H 7.52 -6.65 1.26
H 6.30 -7.92 1.07
H 6.71 -7.32 2.67
H 6.84 -4.29 1.60
H 5.03 -2.63 1.49
H 2.15 -5.59 1.33
H 3.85 -7.36 1.43
N -4.57 -5.41 1.72
C -3.73 -4.99 2.70
O -4.02 -4.94 3.87
C -2.36 -4.52 2.25
C -1.33 -4.61 3.19
C -0.09 -4.13 2.84
N 0.18 -3.57 1.65
C -0.82 -3.50 0.75
C -2.09 -3.96 1.01
H -5.47 -5.77 2.01
H -4.25 -5.64 0.80
H -1.53 -5.02 4.16
H 0.74 -4.19 3.54
H -0.58 -3.04 -0.20
H -2.86 -3.85 0.26
O 1.93 -1.82 -0.48
S 1.29 -0.61 -1.20
C -0.06 -1.33 -2.10
C 0.12 -2.49 -2.83
C -0.98 -3.06 -3.46
C -2.23 -2.45 -3.35
C -2.39 -1.28 -2.63
C -1.29 -0.70 -1.98
C 2.44 -0.26 -2.51
C 2.28 0.96 -3.16
C 3.15 1.27 -4.20
C 4.14 0.37 -4.57
C 4.29 -0.84 -3.90
C 3.43 -1.16 -2.85
H 1.10 -2.95 -2.91
H -0.86 -3.96 -4.04
H -3.08 -2.89 -3.86
H -3.35 -0.80 -2.56
H -1.42 0.22 -1.43
H 1.51 1.65 -2.84
H 3.05 2.21 -4.72
H 4.81 0.62 -5.38
H 5.07 -1.53 -4.18
H 3.54 -2.09 -2.31
*
```

Largest force on an atom, eV Å⁻¹: 0.08
Kohn-Sham gap, eV: 7.6
Calculated total energy, Eh: -5292.7319
HOMO level, eV: -13.01

***

Record 6
The following is a quantum chemistry calculation of a 2-piece molecular cluster, C4H9O3 overall, from OMol25.

```
! wB97M-V def2-TZVPD RIJCOSX def2/J DEFGRID3
* xyz -1 1
O -1.08 0.07 2.61
C -0.19 0.20 1.75
C -0.19 -0.11 0.39
C 0.89 0.25 -0.51
C 0.65 1.28 -1.68
O -0.61 1.93 -1.86
H 0.74 0.61 2.32
H -1.03 1.80 -1.08
H -0.87 -0.95 0.22
H 1.85 0.55 0.10
H 1.14 -0.69 -1.08
H 1.47 2.03 -1.52
H 0.85 1.04 -2.77
H 0.33 -2.12 -0.09
H 0.35 -3.27 0.66
O 0.22 -3.09 -0.31
*
```

Largest force on an atom, eV Å⁻¹: 5.04
Kohn-Sham gap, eV: 6.9
Calculated total energy, Eh: -383.4796
HOMO level, eV: -2.88

***

Record 7
The following is a quantum chemistry calculation of CH11N7 as an isolated structure, from OMol25.

```
! wB97M-V def2-TZVPD RIJCOSX def2/J DEFGRID3
* xyz 2 1
C 0.18 0.03 -0.42
N -0.77 -1.31 -2.00
N 0.12 -1.23 -1.09
N 2.24 -0.20 0.53
N -1.15 0.66 -0.24
N 0.98 0.12 0.73
N -1.50 1.94 -0.64
N 0.31 -0.86 1.92
H 0.81 0.72 -1.43
H -0.82 -2.21 -2.36
H 2.84 0.39 1.19
H 2.54 -1.15 0.31
H -1.77 -0.03 -0.68
H -1.24 1.94 -1.72
H -2.52 2.15 -0.52
H -1.00 2.68 -0.16
H 0.66 -1.93 1.68
H 0.76 -0.77 2.79
H -0.64 -0.94 2.12
*
```

Largest force on an atom, eV Å⁻¹: 6.86
Kohn-Sham gap, eV: 9.7
Calculated total energy, Eh: -427.1258
HOMO level, eV: -18.05

***

Record 8
The following is a quantum chemistry calculation of a 2-piece molecular cluster, C3H6O2S overall, from OMol25.

```
! wB97M-V def2-TZVPD RIJCOSX def2/J DEFGRID3
* xyz 0 1
C -0.59 2.64 -0.02
C -1.30 2.01 -0.89
C 0.01 -1.05 0.57
O 0.00 3.26 0.76
O 1.75 0.79 0.63
S 0.64 0.22 1.62
H -1.74 2.39 -1.82
H -1.12 1.00 -0.95
H 2.67 0.39 0.66
H 0.78 -1.25 -0.13
H -0.96 -0.78 0.11
H -0.22 -1.83 1.25
*
```

Largest force on an atom, eV Å⁻¹: 3.56
Kohn-Sham gap, eV: 9.2
Calculated total energy, Eh: -666.4886
HOMO level, eV: -8.57
Structure (SMILES): C=C=O.CSO

***

Record 9
The following is a quantum chemistry calculation of a 5-piece molecular cluster, C4H12Cl4N3O6 overall, from OMol25.

```
! wB97M-V def2-TZVPD RIJCOSX def2/J DEFGRID3
* xyz -1 1
N 0.30 -1.41 -0.11
H -0.02 -2.17 0.47
H -0.38 -1.03 -0.75
H 1.11 -1.73 -0.63
H 0.56 -0.72 0.59
N -0.99 -3.64 2.98
O -1.76 -4.62 3.06
O -0.88 -3.04 1.96
O -0.43 -3.19 4.02
N 0.47 -0.18 3.63
O 0.64 0.13 2.45
O 1.21 -0.84 4.36
O -0.62 -0.13 4.17
Cl -1.43 -0.28 -3.04
C -0.11 -0.16 -4.20
C 0.61 -1.48 -4.37
Cl 1.58 -1.92 -2.97
H 0.56 0.65 -3.90
H -0.61 0.22 -5.09
H 1.30 -1.45 -5.21
H -0.08 -2.30 -4.61
Cl 0.51 5.55 1.89
C -0.54 4.21 1.24
C 0.26 3.13 0.48
Cl -0.74 1.67 0.18
H -1.30 4.66 0.60
H -1.00 3.76 2.12
H 1.09 2.85 1.13
H 0.69 3.47 -0.46
*
```

Largest force on an atom, eV Å⁻¹: 5.91
Kohn-Sham gap, eV: 5.3
Calculated total energy, Eh: -2615.8541
HOMO level, eV: -3.63

***

Record 10
The following is a quantum chemistry calculation of C12H20AsCl3FeS4Sb2Si as an isolated structure, from OMol25.

```
! wB97M-V def2-TZVPD RIJCOSX def2/J DEFGRID3
* xyz -2 5
Fe 0.89 0.85 -0.29
C -4.37 1.64 1.29
Sb -2.47 0.64 0.97
C -3.39 -1.30 1.03
C -1.88 0.81 3.09
C -2.09 -0.42 3.90
C -3.37 -0.72 4.37
C -3.64 -1.88 5.08
C -2.60 -2.78 5.33
C -1.32 -2.48 4.90
C -1.03 -1.30 4.20
C 0.38 -1.01 3.81
Sb 0.82 -1.28 1.71
C -0.05 -3.25 1.64
C 2.81 -2.01 1.86
H -4.92 1.14 2.09
H -4.96 1.59 0.37
H -4.21 2.68 1.54
H -3.96 -1.46 1.94
H -2.65 -2.08 0.91
H -4.06 -1.35 0.16
H -2.50 1.64 3.46
H -0.85 1.16 3.06
H -4.17 -0.03 4.16
H -4.64 -2.09 5.42
H -2.79 -3.70 5.88
H -0.51 -3.16 5.12
H 1.07 -1.67 4.34
H 0.68 0.02 4.02
H 0.51 -3.91 2.30
H -0.02 -3.63 0.62
H -1.09 -3.22 1.97
H 2.88 -2.71 2.70
H 3.47 -1.16 2.00
H 3.05 -2.53 0.93
S 3.84 4.23 1.12
As 2.76 2.44 1.34
S 3.17 1.01 -0.35
S 0.57 2.77 0.94
S 2.95 1.38 3.18
Cl 0.81 -0.75 -3.92
Si -0.33 -0.28 -2.17
Cl -1.18 -2.21 -1.76
Cl -2.04 0.65 -3.07
*
```

Largest force on an atom, eV Å⁻¹: 0.12
Kohn-Sham gap (spin up / spin down), eV: 6.2 / 6.2
Calculated total energy, Eh: -7712.3598
HOMO level (spin up / spin down), eV: -1.84 / -1.86
Expectation value of S²: 6.027

***

Record 11
The following is a quantum chemistry calculation of C7H16BBr6Na3O3 as an isolated structure, from OMol25.

```
! wB97M-V def2-TZVPD RIJCOSX def2/J DEFGRID3
* xyz 0 1
Na 10.94 5.76 6.20
Na 11.85 8.93 7.27
Na 8.54 8.60 6.46
C 10.20 6.83 3.65
O 9.95 7.41 2.55
O 9.33 6.89 4.66
O 11.37 6.25 3.87
B 9.75 6.82 8.09
H 10.58 6.01 8.36
H 9.25 6.49 7.09
H 8.92 6.87 8.95
H 10.19 7.88 7.75
Br 10.60 3.52 12.11
C 11.36 4.29 10.50
C 12.81 3.94 10.37
Br 13.89 4.59 11.83
H 11.22 5.36 10.49
H 10.79 3.82 9.71
H 13.21 4.39 9.46
H 12.97 2.87 10.34
Br 9.81 10.40 9.73
C 9.08 9.87 11.43
C 9.01 8.36 11.55
Br 8.08 7.89 13.17
H 8.08 10.30 11.50
H 9.61 10.34 12.26
H 10.00 7.92 11.57
H 8.46 7.94 10.72
Br 6.52 8.26 8.44
C 6.14 6.47 7.69
C 5.13 5.81 8.59
Br 4.71 4.09 7.80
H 7.09 5.96 7.68
H 5.74 6.64 6.70
H 4.20 6.35 8.61
H 5.52 5.67 9.60
*
```

Largest force on an atom, eV Å⁻¹: 2.12
Kohn-Sham gap, eV: 3.5
Calculated total energy, Eh: -16457.8733
HOMO level, eV: -5.74

***

Record 12
The following is a quantum chemistry calculation of C29H23EuN8O9 as an isolated structure, from OMol25.

```
! wB97M-V def2-TZVPD RIJCOSX def2/J DEFGRID3
* xyz 0 7
Eu 0.22 -0.55 -0.02
O -1.88 2.49 -1.58
C -1.10 2.09 -0.72
N 0.14 1.60 -0.93
C 0.78 1.91 -2.09
O 0.60 2.90 -2.78
C 1.83 0.90 -2.51
C 2.38 1.05 -3.78
C 3.33 0.15 -4.21
C 3.73 -0.86 -3.35
C 3.12 -0.93 -2.10
N 2.18 -0.09 -1.68
C -1.56 2.00 0.71
C -2.62 2.81 1.12
C -3.13 2.64 2.40
C -2.55 1.69 3.22
C -1.48 0.95 2.73
N -0.99 1.09 1.50
H 2.04 1.87 -4.39
H 3.76 0.23 -5.20
H 4.49 -1.57 -3.63
H 3.43 -1.70 -1.40
H -3.04 3.51 0.42
H -3.97 3.23 2.74
H -2.92 1.51 4.22
H -0.98 0.22 3.36
O 3.62 -1.46 2.51
C 2.73 -1.40 1.68
O 1.86 -0.51 1.52
C 2.59 -2.63 0.73
C 3.61 -3.60 0.67
C 3.43 -4.70 -0.11
C 2.20 -4.88 -0.78
C 1.90 -6.00 -1.58
C 0.67 -6.12 -2.16
C -0.32 -5.14 -1.98
C -0.05 -4.03 -1.23
C 1.21 -3.86 -0.64
N 1.44 -2.74 0.09
H 4.51 -3.43 1.23
H 4.20 -5.45 -0.23
H 2.65 -6.77 -1.70
H 0.44 -6.98 -2.78
H -1.29 -5.29 -2.43
H -0.79 -3.24 -1.06
C 0.52 -3.11 3.50
C -0.77 -2.74 2.86
N -0.95 -2.08 1.73
C -2.31 -1.99 1.56
C -2.95 -2.61 2.61
N -1.95 -3.07 3.42
C -4.36 -2.86 3.00
O -5.30 -2.40 2.22
O -4.58 -3.46 4.03
C -2.89 -1.28 0.36
O -4.12 -1.27 0.23
O -2.05 -0.75 -0.41
H 1.21 -2.27 3.50
H 1.00 -3.92 2.94
H 0.35 -3.45 4.52
H -2.14 -3.57 4.28
H -4.93 -1.93 1.38
N -1.70 0.50 -3.55
C -1.32 -0.72 -3.15
N -1.98 -1.76 -3.73
O -0.34 -0.94 -2.41
H -2.57 0.60 -4.05
H -1.46 1.33 -3.00
H -2.89 -1.61 -4.13
H -1.76 -2.68 -3.39
*
```

Largest force on an atom, eV Å⁻¹: 1.29
Kohn-Sham gap (spin up / spin down), eV: 8.7 / 8.7
Calculated total energy, Eh: -2944.8267
HOMO level (spin up / spin down), eV: -9.40 / -9.40
Expectation value of S²: 12.009

***

Record 13
The following is a quantum chemistry calculation of C19H22F10N6O5S2Zr as an isolated structure, from OMol25.

```
! wB97M-V def2-TZVPD RIJCOSX def2/J DEFGRID3
* xyz 2 1
Zr -0.51 -0.17 -0.48
C 1.13 -2.96 -2.38
C -0.38 -2.98 -2.33
N -0.96 -2.44 -1.05
C -2.46 -2.49 -1.15
C -3.11 -1.56 -0.13
C -0.52 -3.31 0.10
C 0.44 -2.57 1.01
N -0.22 -1.28 1.24
C -0.11 -0.66 2.49
C -1.03 0.35 2.73
F -1.79 0.70 1.63
C -1.12 1.05 3.90
F -2.02 2.03 4.00
C -0.25 0.76 4.94
C 0.71 -0.20 4.72
F 1.60 -0.49 5.66
C 0.80 -0.90 3.51
F 1.80 -1.78 3.36
H 1.44 -3.29 -3.37
H 1.58 -3.65 -1.66
H 1.55 -1.97 -2.21
H -0.75 -4.00 -2.43
H -0.80 -2.39 -3.14
H -2.80 -3.51 -0.98
H -2.74 -2.21 -2.16
H -2.91 -1.86 0.89
H -4.19 -1.52 -0.29
H -2.78 -0.51 -0.25
H -0.09 -4.24 -0.30
H -1.40 -3.58 0.68
H 1.42 -2.45 0.55
H 0.57 -3.13 1.93
H -0.31 1.29 5.88
F -2.99 0.07 -2.98
C -2.33 0.16 -4.13
F -2.95 0.98 -4.94
F -2.20 -1.04 -4.67
S -0.64 0.83 -3.80
O -0.19 0.04 -2.59
O 0.13 0.67 -4.97
N -0.98 2.31 -3.35
S -0.69 2.62 -1.85
O -1.46 1.69 -0.92
O 0.70 2.71 -1.52
C -1.45 4.29 -1.58
F -1.53 4.46 -0.27
F -0.64 5.18 -2.11
F -2.64 4.34 -2.12
C 4.26 0.13 0.01
N 3.22 0.99 0.61
C 3.53 2.03 1.45
C 2.57 2.81 1.98
C 1.21 2.52 1.65
N 0.93 1.46 0.88
C 1.92 0.76 0.35
O 1.58 -0.16 -0.48
N 0.22 3.28 2.09
H 5.23 0.52 0.30
H 4.16 0.15 -1.07
H 4.14 -0.89 0.37
H 4.58 2.18 1.64
H 2.83 3.65 2.61
H 0.39 4.08 2.67
H -0.74 3.08 1.83
*
```

Largest force on an atom, eV Å⁻¹: 1.50
Kohn-Sham gap, eV: 7.9
Calculated total energy, Eh: -3283.6368
HOMO level, eV: -14.27

***

Record 14
The following is a quantum chemistry calculation of C6H7NO as an isolated structure, from OMol25.

```
! wB97M-V def2-TZVPD RIJCOSX def2/J DEFGRID3
* xyz 0 1
C 2.17 -0.51 -0.34
C 0.69 0.14 -0.37
C 0.02 1.32 -0.50
C -1.20 1.04 0.28
C -0.29 -0.86 0.27
C -1.69 -0.31 -0.37
H 2.89 0.50 -0.03
H 1.92 -1.61 0.61
H 2.29 -0.70 -1.77
H 0.42 2.42 -0.72
H -2.05 1.65 0.65
H -1.81 -0.48 1.49
H 0.12 -1.91 0.40
N -0.73 -0.06 1.32
O -2.74 -0.63 -0.93
*
```

Largest force on an atom, eV Å⁻¹: 6.14
Kohn-Sham gap, eV: 9.5
Calculated total energy, Eh: -362.5216
HOMO level, eV: -9.08